A single C20H27N2O6P molecule at a distorted geometry, computed with ωB97M-V/def2-TZVPD.

Structure (XYZ):
```
56
Properties=species:S:1:pos:R:3:nbo_charge:R:1
C -0.795 -5.769 1.007 -0.252
O -0.362 -5.143 -0.176 -0.491
C -0.264 -3.787 -0.198 0.313
C -0.517 -2.950 0.883 -0.330
C -0.373 -1.579 0.743 -0.137
C 0.011 -1.018 -0.463 -0.117
C 0.216 0.466 -0.614 -0.416
N -0.292 1.243 0.479 -0.597
C -1.601 1.599 0.607 0.178
C -1.971 2.585 1.535 -0.225
C -3.293 2.937 1.717 -0.188
C -4.293 2.324 0.981 -0.234
C -3.929 1.345 0.065 0.035
N -4.952 0.689 -0.706 0.526
O -6.105 1.009 -0.505 -0.377
O -4.605 -0.149 -1.514 -0.377
C -2.608 0.973 -0.131 -0.230
P 2.044 0.726 -0.713 2.406
O 2.731 0.052 -1.815 -1.091
O 2.026 2.322 -0.687 -0.830
C 3.153 3.201 -0.603 0.118
C 3.462 3.491 0.861 -0.632
C 4.366 2.655 -1.335 -0.642
O 2.607 0.340 0.743 -0.844
C 3.167 -0.967 0.944 0.102
C 4.669 -0.917 0.703 -0.632
C 2.824 -1.391 2.365 -0.620
C 0.253 -1.858 -1.547 -0.173
C 0.123 -3.223 -1.416 -0.250
H -1.797 -5.434 1.295 0.178
H -0.823 -6.834 0.783 0.202
H -0.100 -5.592 1.834 0.174
H -0.826 -3.348 1.836 0.220
H -0.580 -0.938 1.588 0.217
H -0.199 0.802 -1.576 0.235
H 0.389 1.805 0.964 0.405
H -1.199 3.071 2.114 0.209
H -3.549 3.699 2.436 0.221
H -5.332 2.584 1.103 0.247
H -2.383 0.194 -0.841 0.248
H 2.806 4.120 -1.095 0.187
H 3.746 2.570 1.364 0.220
H 2.588 3.906 1.356 0.211
H 4.278 4.206 0.933 0.216
H 5.150 3.408 -1.367 0.218
H 4.737 1.770 -0.823 0.213
H 4.095 2.374 -2.349 0.235
H 2.712 -1.656 0.225 0.197
H 5.106 -1.893 0.894 0.216
H 4.858 -0.644 -0.331 0.232
H 5.132 -0.185 1.361 0.204
H 3.227 -2.381 2.559 0.215
H 3.251 -0.687 3.075 0.208
H 1.746 -1.416 2.496 0.219
H 0.552 -1.433 -2.492 0.231
H 0.310 -3.882 -2.248 0.228
```

Values from the calculation:
* total charge: 0
* SMILES: COc1ccc([C@@H](Nc2cccc([N+](=O)[O-])c2)P(=O)(OC(C)C)OC(C)C)cc1


A single C20H27N3O4 molecule, computed with ωB97M-V/def2-TZVPD.

Structure (XYZ):
```
54
Properties=species:S:1:pos:R:3:nbo_charge:R:1
C 5.044 1.538 -0.775 -0.252
O 4.263 1.694 0.385 -0.500
C 2.907 1.780 0.246 0.295
C 2.218 1.714 -0.959 -0.314
C 0.839 1.794 -0.982 -0.124
C 0.114 1.950 0.194 0.106
N -1.291 1.984 0.183 -0.437
C -2.055 1.703 1.383 -0.197
C -3.434 1.264 0.859 -0.305
C -3.412 -0.259 0.737 0.689
O -3.953 -0.974 1.557 -0.628
N -2.710 -0.737 -0.311 -0.625
C -2.240 -2.104 -0.355 -0.146
C -2.665 -2.791 -1.653 -0.602
C -0.703 -2.036 -0.291 0.683
O -0.111 -1.094 -0.777 -0.652
N -0.120 -3.082 0.319 -0.605
C 1.316 -3.221 0.517 -0.049
C 2.111 -3.175 -0.808 -0.413
C 3.010 -1.942 -0.705 -0.412
C 3.280 -1.823 0.791 -0.406
C 1.905 -2.094 1.390 -0.408
C -3.535 2.014 -0.464 -0.507
C -2.087 2.228 -0.896 0.677
O -1.734 2.560 -2.004 -0.600
C 0.807 2.033 1.401 -0.222
C 2.182 1.945 1.425 -0.256
H 6.076 1.497 -0.431 0.199
H 4.924 2.386 -1.457 0.177
H 4.800 0.609 -1.300 0.177
H 2.742 1.592 -1.893 0.222
H 0.324 1.732 -1.925 0.243
H -1.575 0.917 1.971 0.217
H -2.144 2.604 2.003 0.198
H -4.229 1.521 1.561 0.242
H -2.152 -0.111 -0.878 0.420
H -2.659 -2.622 0.514 0.236
H -2.300 -3.814 -1.677 0.210
H -3.749 -2.800 -1.730 0.223
H -2.256 -2.252 -2.505 0.217
H -0.714 -3.788 0.722 0.401
H 1.458 -4.189 1.004 0.203
H 1.441 -3.116 -1.662 0.221
H 2.713 -4.080 -0.906 0.203
H 3.919 -2.046 -1.296 0.203
H 2.456 -1.066 -1.040 0.227
H 3.991 -2.588 1.110 0.190
H 3.666 -0.847 1.076 0.223
H 1.289 -1.202 1.281 0.223
H 1.941 -2.369 2.443 0.207
H -4.092 1.482 -1.234 0.244
H -4.001 2.993 -0.330 0.242
H 0.281 2.174 2.332 0.214
H 2.721 2.002 2.358 0.225
```

Values from the calculation:
* total charge: 0
* SMILES: COc1ccc(N2C[C@H](C(=O)N[C@@H](C)C(=O)NC3CCCC3)CC2=O)cc1


A single C20H27N3O4S molecule, computed with ωB97M-V/def2-TZVPD.

Structure (XYZ):
```
55
Properties=species:S:1:pos:R:3:nbo_charge:R:1
C -4.373 -0.369 -3.599 -0.637
C -3.947 -0.605 -2.151 -0.058
O -2.553 -0.759 -2.014 -0.504
C -1.963 -1.957 -2.305 0.260
C -2.614 -3.099 -2.741 -0.286
C -1.899 -4.262 -2.995 -0.222
C -0.531 -4.289 -2.817 -0.223
C 0.134 -3.155 -2.376 -0.249
C -0.566 -1.990 -2.117 0.178
N 0.068 -0.816 -1.699 -0.880
S 1.573 -0.836 -0.973 2.335
O 1.520 -1.471 0.318 -0.943
O 2.545 -1.335 -1.903 -0.948
C 1.819 0.888 -0.726 -0.432
C 2.649 1.775 -1.366 0.212
C 3.587 1.558 -2.493 -0.659
N 2.467 2.987 -0.767 -0.494
C 1.538 2.896 0.238 0.162
C 1.145 4.071 1.060 -0.645
C 1.124 1.590 0.294 -0.178
C 0.055 0.918 1.082 0.693
O -1.049 0.752 0.579 -0.650
N 0.371 0.508 2.318 -0.420
C 1.706 0.527 2.866 -0.216
C 1.670 1.055 4.300 -0.404
C 0.721 0.210 5.145 -0.399
C -0.664 0.204 4.503 -0.402
C -0.567 -0.302 3.067 -0.227
H -5.446 -0.205 -3.645 0.212
H -3.863 0.506 -3.992 0.215
H -4.117 -1.222 -4.222 0.212
H -4.179 0.278 -1.548 0.197
H -4.479 -1.464 -1.723 0.170
H -3.683 -3.104 -2.885 0.213
H -2.425 -5.141 -3.335 0.210
H 0.026 -5.192 -3.015 0.212
H 1.200 -3.164 -2.227 0.237
H -0.578 -0.189 -1.224 0.455
H 3.600 0.497 -2.727 0.272
H 4.594 1.882 -2.230 0.219
H 3.268 2.114 -3.374 0.223
H 2.938 3.836 -1.035 0.415
H 0.832 4.899 0.426 0.222
H 1.977 4.411 1.679 0.219
H 0.318 3.797 1.708 0.238
H 2.343 1.152 2.241 0.223
H 2.104 -0.495 2.847 0.203
H 2.677 1.032 4.719 0.212
H 1.326 2.091 4.293 0.195
H 0.665 0.607 6.161 0.209
H 1.100 -0.813 5.202 0.197
H -1.343 -0.436 5.067 0.213
H -1.071 1.217 4.503 0.199
H -1.530 -0.245 2.558 0.245
H -0.221 -1.342 3.053 0.196
```

Values from the calculation:
* total charge: 0
* SMILES: CCOc1ccccc1NS(=O)(=O)c1c(C)[nH]c(C)c1C(=O)N1CCCCC1


A molecular structure, C20H27N3O7S2 at a distorted geometry, computed with ωB97M-V/def2-TZVPD.

Structure (XYZ):
```
59
Properties=species:S:1:pos:R:3:nbo_charge:R:1
C 0.121 -3.410 -2.391 -0.663
C -0.175 -1.924 -2.507 -0.101
H -0.896 -1.759 -3.437 0.243
H 0.815 -1.320 -2.675 0.194
O -0.729 -1.076 -1.271 -0.505
C -1.927 -1.218 -1.345 0.828
O -2.548 -1.770 -2.162 -0.622
C -2.586 -0.500 -0.066 -0.520
C -2.523 -1.545 0.970 0.157
C -3.339 -2.667 1.202 -0.535
S -2.951 -3.734 2.250 0.411
C -1.566 -2.533 2.578 0.321
N -1.416 -1.518 2.063 -0.448
N -0.609 -3.006 3.604 -0.662
C 0.573 -2.255 3.971 0.611
O 1.359 -2.652 4.907 -0.564
C 1.297 -1.420 3.036 -0.002
C 1.748 -0.180 3.315 -0.286
C 1.976 0.668 2.388 -0.109
C 2.212 0.303 0.970 -0.294
C 1.708 -0.788 0.637 -0.181
C 1.374 -1.838 1.384 -0.194
H 0.948 -2.845 1.154 0.228
H 1.957 -1.223 -0.526 0.212
S 2.431 1.670 -0.236 2.272
O 3.604 2.378 0.485 -0.936
O 3.196 0.887 -1.194 -0.953
N 1.276 2.460 -0.704 -0.710
C 1.194 3.610 0.194 -0.164
H 0.945 4.457 -0.329 0.197
H 1.843 3.772 0.795 0.216
C -0.235 3.491 1.165 -0.044
O -0.215 1.986 1.532 -0.586
C -1.126 1.826 2.585 -0.246
H -0.955 2.334 3.463 0.178
H -2.294 1.912 1.989 0.131
H -1.290 0.772 2.729 0.219
H -0.922 3.429 0.498 0.177
H -0.133 4.039 1.953 0.183
C 0.433 1.862 -1.618 -0.225
C 0.889 1.797 -2.845 -0.093
O -0.101 1.238 -3.838 -0.534
C 0.076 1.291 -5.047 -0.214
H -0.749 0.806 -5.400 0.182
H 0.085 2.320 -5.551 0.141
H 0.858 0.558 -5.049 0.161
H 0.960 2.927 -3.113 0.164
H 1.768 1.331 -2.884 0.228
H -0.697 2.422 -1.321 0.203
H 0.311 0.881 -1.268 0.237
H 2.421 1.700 2.670 0.235
H 1.541 0.086 4.364 0.225
H -1.042 -3.718 4.441 0.434
H -4.129 -2.955 0.643 0.242
H -3.434 -0.345 -0.120 0.205
H -1.728 0.009 0.099 0.257
H 0.688 -3.420 -1.470 0.221
H 0.645 -3.729 -3.336 0.246
H -0.934 -3.874 -2.331 0.232
```

Values from the calculation:
* total charge: 0


Calculated ΔE to the lowest compared entry with this formula, charge and spin, 0.0; 92.1; 106.2; 2109.5 kJ/mol (same order as the records).
Calculated E_LUMO, -0.29; 0.68; 0.57; -0.33 eV (same order as the records).